ORCA calculation (ωB97M-V with the def2-TZVPD basis set) on a cluster of 2 separate species, C4H10N in total in a non-equilibrium geometry.

The geometry in XYZ format:
```
15
Properties=species:S:1:pos:R:3:forces:R:3
C 2.46333 -1.16300 0.02048 5.78 -7.10 1.84
C 0.62181 0.66077 -0.28580 1.65 0.50 -0.89
C 1.59235 -0.20102 -0.21309 -6.96 6.06 -1.80
C 0.21793 1.70095 0.74739 -1.18 -2.69 0.78
N -2.25878 -0.90421 -0.35200 3.44 -2.93 0.47
H 3.51773 -1.00997 -0.23770 -0.50 -0.47 -0.04
H 2.09962 -2.18825 0.31932 0.80 1.34 -0.13
H 0.20903 0.96575 -1.30813 0.30 -0.24 0.55
H -2.30198 -1.45123 -1.22864 -0.90 -0.67 0.86
H 0.40901 2.67780 0.47360 0.92 1.95 -0.72
H 0.54234 1.47812 1.77172 -0.06 0.09 -0.40
H -0.84941 1.61029 0.65562 -1.02 0.42 0.79
H -2.56880 -0.02560 -0.61843 -1.49 2.46 0.31
H -1.20022 -0.79651 -0.34229 -0.44 0.37 0.51
H -2.49397 -1.35392 0.59797 -0.34 0.92 -2.12
```
Positions in Å, forces in eV/Å.

orbital gap (spin up / spin down): 4.525 / 7.500 eV
total charge: +1
E_tot: -212.64327 Eh
multiplicity: 3
ΔE to the lowest compared entry with this formula, charge and spin: 0.5490 eV
E_LUMO (spin up / spin down): -4.3 / -5.8 eV